# 1
Computed, not measured: an isolated ion of composition C6H14N3 and charge +1 at a distorted geometry, with wB97M-V/def2-TZVPD.

Geometry (Å):
H1 1.068638 1.914749 -1.085405
C1 -1.465578 -0.053718 -0.378025
H2 0.581714 2.237195 0.597733
H3 -1.644727 0.161253 -1.520081
C2 3.187784 0.023254 0.045877
H4 2.216771 -1.678285 0.612369
H5 -1.946051 -2.141898 -0.840784
H6 3.575556 -0.016316 1.144554
H7 0.298073 -2.614491 0.493551
H8 -0.658475 2.259827 -0.834671
H9 -2.803431 0.597594 1.487891
C3 0.714664 -0.682032 0.075872
N1 -0.078216 0.333541 -0.208970
C4 -1.478142 -1.551104 -0.035909
C5 -2.556608 0.789209 0.412202
N2 1.992501 -0.862708 0.177116
C6 0.280925 1.735364 -0.407602
H10 4.019906 -0.525642 -0.622034
H11 2.886023 1.072529 -0.299727
H12 -2.473850 1.921546 0.210662
N3 -0.076752 -1.760153 0.218165
H13 -2.212706 -1.581263 0.809509
H14 -3.428015 0.421547 -0.052301

Cartesian forces (eV/Å) of the 2 atoms listed first:
0.88 -0.19 -0.95
-1.31 1.45 -1.67

**SMILES**: C/[NH+]=C1/NC[C@@H](C)N1C
**Net charge**: +1
**Strongest force on any atom**: 0.07236 Eh/bohr
**Energy above the lowest of the compared OMol25 structures with the same formula, charge and spin**: 90.87 kJ/mol
**Multiplicity**: 1

# 2
Computed, not measured: C6H14N3Sn as an isolated structure at a distorted geometry, with wB97M-V/def2-TZVPD.

Geometry (Å):
H1 0.301326 -1.640914 4.244912
C1 1.089230 0.582850 1.848994
H2 -1.125134 -1.685570 -0.337376
C2 -0.298285 -1.378585 1.631983
N1 0.200048 -0.027599 -0.316705
C3 0.472753 -0.525347 2.484563
H3 -1.420873 2.321659 -1.083211
N2 0.699063 -0.830831 3.791649
H4 0.720452 1.563338 -3.768069
H5 1.024407 -2.388193 -1.796837
H6 -0.832800 -2.247759 1.991885
H7 -2.915450 3.080912 -1.870289
C4 0.929794 0.812265 0.492863
C5 -2.508927 2.241982 -1.256973
H8 2.273071 -1.536617 -2.607818
H9 1.370211 1.705075 0.037234
H10 1.694117 1.318629 2.376065
H11 1.270467 -0.255674 4.398786
Sn1 0.912203 0.440543 -2.427453
H12 -2.560697 1.247103 -1.684909
C6 -0.439173 -1.089027 0.284674
N3 1.279135 -1.783752 -2.589457
H13 0.961761 -2.149201 -3.507229
H14 -3.096698 2.224720 -0.337289

Cartesian forces (eV/Å) of the 2 atoms listed first:
-0.08 0.13 -0.38
-0.19 0.43 -0.46

**Net charge**: +1
**Strongest force on any atom**: 0.07860 Eh/bohr
**Energy above the lowest of the compared OMol25 structures with the same formula, charge and spin**: 159.50 kJ/mol
**Multiplicity**: 1

# 3
Computed, not measured: a 2-piece molecular cluster, C6H14N4 overall at a distorted geometry, with wB97M-V/def2-TZVPD.

Geometry (Å):
N1 -0.079962 -0.048238 -0.086791
H1 1.069653 -0.879215 -2.273622
H2 0.356230 0.334215 -3.234781
N2 -0.694976 -9.435611 3.795540
H3 -0.923599 1.932091 -2.480585
H4 -0.335562 4.207086 -2.624088
H5 0.118241 5.149896 -1.151986
H6 -0.985187 -10.067149 3.035652
H7 -1.468480 -9.330518 4.467055
H8 -0.449710 -8.515782 3.404788
C1 0.163392 4.202104 -1.667420
H9 2.107990 3.621866 -0.788254
H10 -1.777125 1.686655 -0.936889
N3 0.014131 3.990171 1.442899
C2 -0.062778 3.032878 0.613647
H11 0.123583 -9.834753 4.276473
C3 -0.799167 1.794378 -1.407056
N4 0.653796 0.039846 -2.318046
C4 -0.023792 0.434844 -1.215203
H12 1.642552 2.659887 -2.244579
C5 -0.031588 2.933033 -0.794480
H13 0.063246 3.798079 2.440552
C6 1.311925 3.307222 -1.446060
H14 0.007188 4.987017 1.193234

Cartesian forces (eV/Å) of the 2 atoms listed first:
0.18 -0.81 1.70
0.03 0.07 -0.15

**Net charge**: +2
**Strongest force on any atom**: 0.05266 Eh/bohr
**Energy above the lowest of the compared OMol25 structures with the same formula, charge and spin**: 380.73 kJ/mol
**Multiplicity**: 1

The highest strongest force on any atom belongs to which entry? C6H14N3Sn

What is the multiplicity in the first record? 1